Entry from OMol25: C42H34I2N6O3S2Ti as an isolated structure (wB97M-V/def2-TZVPD).

Each line ends with the Mulliken spin population.
Element x y z (Å)
Ti (0.044, -1.243, 0.658)  1.97
C (-3.646, 0.988, -0.190)  0.00
C (-2.169, 1.043, -0.488)  0.06
O (-1.403, 0.212, -0.045)  -0.08
N (-1.746, 2.093, -1.237)  0.02
C (-0.398, 2.056, -1.754)  0.00
C (-0.239, 1.102, -2.918)  0.01
C (1.041, 0.834, -3.396)  0.00
C (1.178, -0.064, -4.432)  0.00
C (0.042, -0.676, -4.945)  0.00
C (-1.181, -0.349, -4.395)  0.00
N (-1.335, 0.537, -3.408)  0.00
H (-3.821, 1.426, 0.794)  0.00
H (-3.952, -0.055, -0.162)  0.00
H (-4.240, 1.532, -0.925)  0.00
H (-2.446, 2.510, -1.826)  0.00
H (0.258, 1.711, -0.955)  0.01
H (-0.089, 3.064, -2.041)  0.00
H (1.897, 1.271, -2.894)  0.00
H (2.161, -0.327, -4.804)  0.00
H (0.108, -1.429, -5.720)  0.00
H (-2.089, -0.827, -4.750)  0.00
I (-2.762, -2.986, 0.214)  0.00
C (-2.026, -3.673, -1.638)  -0.03
C (-2.853, -4.483, -2.364)  0.01
C (-2.395, -5.056, -3.570)  -0.01
C (-1.112, -4.824, -3.977)  0.01
C (-0.242, -3.988, -3.228)  -0.01
C (1.090, -3.797, -3.657)  0.04
C (1.906, -2.955, -2.951)  -0.01
C (1.418, -2.259, -1.827)  0.05
C (0.138, -2.415, -1.308)  0.11
C (-0.693, -3.336, -2.034)  -0.11
H (-3.852, -4.699, -2.009)  0.00
H (-3.056, -5.693, -4.147)  0.00
H (-0.729, -5.281, -4.884)  0.00
H (1.440, -4.323, -4.540)  0.01
H (2.936, -2.805, -3.266)  0.00
H (2.103, -1.570, -1.344)  -0.02
S (1.651, -2.909, 1.711)  -0.03
C (1.238, -2.896, 3.392)  0.00
C (2.035, -3.727, 4.250)  0.00
N (2.692, -4.398, 4.919)  0.00
C (0.213, -2.179, 3.943)  0.04
S (-0.852, -1.139, 3.027)  0.00
C (-0.050, -2.263, 5.346)  0.00
N (-0.281, -2.296, 6.477)  0.01
I (1.049, 6.192, 3.861)  0.00
C (-0.102, 4.498, 3.434)  0.00
C (-1.305, 4.270, 4.076)  0.00
C (-2.006, 3.127, 3.732)  0.00
C (-1.481, 2.282, 2.762)  0.02
N (-0.331, 2.511, 2.141)  0.00
C (0.354, 3.594, 2.486)  0.01
H (-1.676, 4.956, 4.827)  0.00
H (-2.941, 2.883, 4.219)  0.00
H (-1.990, 1.363, 2.492)  0.00
H (1.310, 3.744, 1.998)  0.00
C (4.303, 8.409, 1.320)  0.00
C (3.597, 7.179, 0.813)  0.00
C (2.325, 7.283, 0.267)  0.00
C (1.659, 6.158, -0.199)  0.00
C (2.260, 4.918, -0.102)  0.00
C (3.532, 4.789, 0.457)  0.00
N (4.116, 3.486, 0.559)  0.00
C (3.656, 2.722, 1.669)  0.00
C (3.917, 3.183, 2.961)  0.00
C (3.479, 2.476, 4.068)  0.00
C (2.788, 1.281, 3.902)  -0.01
C (2.515, 0.828, 2.623)  0.03
C (2.922, 1.539, 1.495)  -0.01
C (2.452, 1.061, 0.134)  0.00
O (2.963, 1.547, -0.901)  0.01
O (1.506, 0.234, 0.141)  -0.08
C (4.220, 5.925, 0.900)  0.00
C (5.616, 5.817, 1.453)  0.00
H (3.674, 9.292, 1.203)  0.00
H (5.240, 8.586, 0.785)  0.00
H (4.557, 8.311, 2.379)  0.00
H (1.849, 8.257, 0.214)  0.00
H (0.663, 6.247, -0.618)  0.00
H (1.755, 4.017, -0.438)  0.00
H (3.894, 2.936, -0.276)  0.00
H (4.464, 4.109, 3.081)  0.00
H (3.682, 2.856, 5.063)  0.00
H (2.440, 0.714, 4.756)  0.00
H (1.949, -0.086, 2.486)  -0.01
H (5.640, 6.067, 2.518)  0.00
H (6.295, 6.508, 0.947)  0.00
H (5.987, 4.802, 1.327)  0.00

The value obtained for the HOMO energy (alpha / beta) is -0.0113 / -0.0607 Ha. Its net charge is -2. The electronic energy is -120181.3548 eV. As for the energy relative to the best compared isomer or geometry (same formula, charge and spin): 0.000 eV. Its frontier orbital gap (alpha / beta) is 3.51 / 4.85 eV. As for the expectation value of S²: 2.01. As for the multiplicity: 3. Its lowest unoccupied orbital energy (alpha / beta) is 3.2 / 3.2 eV.